# 1
{
  "formula": "C26H53ClO2P2PbSi2",
  "method": "the ωB97M-V functional and the def2-TZVPD basis",
  "total_charge": 0,
  "fmax_ev_per_a": 1.8,
  "homo_lumo_gap_ev": 6.30,
  "symbols": ["Pb", "C", "C", "C", "Si", "C", "C", "Si", "H", "H", "H", "Cl", "C", "C", "C", "C", "H", "H", "H", "H", "H", "H", "H", "H", "H", "H", "H", "H", "C", "C", "P", "H", "H", "P", "H", "H", "C", "C", "C", "C", "C", "H", "C", "H", "H", "H", "H", "H", "H", "H", "C", "C", "H", "H", "H", "H", "H", "H", "H", "C", "C", "H", "H", "H", "H", "H", "H", "C", "C", "H", "H", "H", "H", "H", "H", "H", "C", "H", "H", "H", "C", "O", "C", "O", "H", "H", "H"],
  "xyz": [[-0.6298, -0.0502, -0.3718], [2.2485, 0.1305, 1.1883], [2.3368, -1.1425, 0.5676], [2.5841, -0.8970, -0.8162], [2.2366, -2.7745, 1.4799], [2.5987, 0.5028, -1.0328], [2.3599, 1.1578, 0.2143], [2.2763, 2.9800, 0.6339], [2.2287, 0.2979, 2.2620], [2.7684, -1.6810, -1.5515], [2.7990, 1.0221, -1.9705], [-4.8277, -0.3937, -3.0800], [2.9723, 3.2398, 2.3417], [3.2827, 3.9103, -0.6283], [2.9918, -2.5704, 3.1691], [3.1710, -4.0690, 0.5144], [4.2466, 3.3953, -0.7459], [3.4721, 4.9202, -0.2372], [2.8049, 3.9940, -1.6122], [2.3267, 2.8128, 3.1196], [3.0767, 4.3177, 2.5254], [3.9629, 2.7713, 2.4117], [4.1373, -3.6503, 0.2004], [2.6451, -4.4414, -0.3731], [3.3647, -4.9152, 1.1891], [3.9955, -2.1339, 3.0812], [3.0755, -3.5580, 3.6422], [2.3816, -1.9225, 3.8113], [0.4688, 3.5729, 0.6242], [0.4167, -3.2858, 1.6967], [-0.6583, 2.8034, -0.5923], [0.4668, 4.6693, 0.5009], [0.0495, 3.3646, 1.6244], [-0.7349, -2.8384, 0.3510], [0.0477, -2.8022, 2.6179], [0.3854, -4.3743, 1.8716], [-2.3966, -3.5858, 0.7701], [-0.1406, -3.9004, -1.0740], [0.0036, 3.3877, -2.2409], [-2.2939, 3.6952, -0.4588], [-3.4105, 2.7654, 0.0318], [-2.5230, 4.0069, -1.4912], [-2.2082, 4.9374, 0.4301], [-1.8803, 4.6803, 1.4462], [-3.2091, 5.3827, 0.5008], [-1.5322, 5.6992, 0.0226], [-3.7460, 2.0708, -0.7495], [-4.2777, 3.3752, 0.3217], [-3.0948, 2.1804, 0.9088], [1.0459, 3.0278, -2.2511], [-0.0191, 4.9130, -2.3928], [-0.7547, 2.7088, -3.3927], [0.5902, 5.4442, -1.6504], [-1.0444, 5.3033, -2.3465], [0.3797, 5.1641, -3.3852], [-0.5931, 1.6212, -3.4196], [-0.3904, 3.1229, -4.3428], [-1.8371, 2.9012, -3.3378], [0.9149, -3.6078, -1.2003], [-0.9010, -3.5475, -2.3609], [-0.2260, -5.4042, -0.7872], [0.3836, -5.7305, 0.0649], [0.1341, -5.9453, -1.6731], [-1.2642, -5.7177, -0.6152], [-0.6774, -2.5316, -2.7172], [-1.9896, -3.6403, -2.2283], [-0.6002, -4.2505, -3.1496], [-3.4647, -2.5169, 1.0375], [-2.3204, -4.5610, 1.9471], [-2.6860, -4.1349, -0.1415], [-1.9390, -4.0642, 2.8489], [-1.6932, -5.4359, 1.7368], [-3.3331, -4.9242, 2.1655], [-3.1361, -1.7769, 1.7813], [-4.3621, -3.0119, 1.4336], [-3.7632, -1.9853, 0.1243], [-3.3053, -0.2672, -2.1227], [-3.5845, -0.1722, -1.0661], [-2.7140, -1.1761, -2.2914], [-2.7615, 0.6217, -2.4653], [-0.2562, 0.3036, 4.2537], [0.1470, 0.0066, 2.8957], [-0.7510, 0.3072, 1.9525], [-1.8324, 0.8025, 2.2342], [-0.4317, 1.3817, 4.3575], [0.5772, -0.0116, 4.8846], [-1.1641, -0.2577, 4.4974]],
  "forces_ev_per_a": [[1.723, -0.094, 0.327], [0.423, 0.039, -0.282], [0.001, -0.184, 0.432], [-0.373, 0.265, -0.242], [0.006, 1.550, -0.948], [-0.421, -0.286, -0.179], [-0.027, 0.219, 0.447], [0.015, -1.718, -0.594], [-0.152, -0.047, -0.413], [-0.040, 0.283, 0.026], [-0.058, -0.246, 0.119], [0.325, 0.023, 0.225], [0.047, 0.319, 0.156], [0.165, 0.435, 0.076], [0.035, -0.269, 0.265], [0.145, -0.370, 0.156], [-0.221, 0.163, -0.008], [0.059, -0.073, -0.289], [0.159, 0.001, 0.220], [0.132, 0.059, -0.139], [0.027, -0.179, 0.161], [-0.221, 0.119, 0.001], [-0.228, -0.123, 0.063], [0.164, 0.062, 0.194], [0.037, -0.010, -0.283], [-0.223, -0.107, 0.029], [0.045, 0.209, 0.122], [0.131, -0.104, -0.132], [-0.161, 0.536, 0.169], [-0.220, -0.486, 0.363], [0.252, 0.820, -0.095], [-0.061, -0.249, 0.116], [0.107, 0.003, -0.274], [0.235, -0.789, 0.032], [0.136, -0.067, -0.280], [-0.062, 0.249, 0.047], [0.134, -0.196, -0.065], [-0.073, 0.233, 0.330], [-0.050, -0.152, 0.382], [0.115, 0.144, -0.112], [-0.088, -0.047, 0.150], [-0.031, -0.012, 0.300], [-0.224, 0.181, -0.042], [-0.105, 0.089, -0.250], [0.186, 0.006, 0.043], [-0.094, -0.190, 0.140], [0.129, 0.157, 0.155], [0.108, -0.206, -0.079], [-0.120, 0.182, -0.237], [-0.303, 0.090, -0.039], [0.100, 0.001, -0.273], [0.097, 0.069, -0.024], [-0.139, -0.232, -0.100], [0.220, -0.062, -0.014], [-0.063, 0.078, 0.180], [-0.026, 0.262, 0.096], [-0.161, -0.152, 0.126], [0.233, -0.025, -0.036], [-0.320, -0.062, -0.002], [0.080, -0.078, -0.026], [0.085, -0.079, -0.247], [-0.138, 0.193, -0.153], [-0.063, -0.003, 0.199], [0.216, 0.038, -0.035], [-0.035, -0.211, 0.171], [0.221, -0.009, -0.056], [-0.145, 0.197, 0.074], [-0.056, 0.003, 0.069], [-0.261, -0.165, 0.013], [-0.006, 0.070, 0.294], [-0.103, -0.148, -0.196], [-0.070, 0.250, 0.061], [0.180, -0.002, 0.041], [-0.041, -0.134, -0.153], [0.110, 0.195, -0.093], [0.151, -0.109, 0.200], [-0.212, -0.063, -0.235], [0.110, -0.004, -0.324], [-0.241, 0.316, 0.023], [-0.180, -0.309, 0.099], [0.033, 0.040, -0.201], [-0.476, -0.074, 0.513], [-0.525, 0.074, -0.460], [-0.010, -0.039, 0.216], [-0.055, -0.320, 0.063], [-0.133, 0.048, -0.120], [0.136, 0.216, 0.052]]
}

# 2
{
  "formula": "C26H54As3N5OSSn",
  "method": "the ωB97M-V functional and the def2-TZVPD basis",
  "total_charge": 4,
  "fmax_ev_per_a": 5.4,
  "homo_lumo_gap_ev": [3.17, 2.02],
  "relative_energy_kcal_mol": 93.1,
  "symbols": ["Sn", "N", "C", "C", "N", "C", "C", "N", "H", "H", "H", "H", "H", "H", "H", "H", "H", "H", "H", "H", "H", "C", "As", "C", "C", "C", "C", "C", "As", "C", "C", "C", "As", "C", "C", "H", "H", "H", "H", "H", "H", "H", "H", "H", "H", "H", "H", "H", "H", "H", "H", "H", "H", "H", "H", "H", "H", "H", "H", "H", "H", "H", "C", "C", "C", "N", "C", "S", "N", "C", "O", "C", "C", "C", "C", "C", "C", "H", "H", "H", "H", "H", "H", "H", "H", "H", "H", "H", "H", "H", "H"],
  "xyz": [[6.3902, -0.2140, 3.3315], [4.6733, -0.4260, 1.8226], [3.6650, 0.7453, 1.9214], [3.4327, 0.9093, 3.4048], [4.7103, 1.0665, 4.2114], [5.2375, 2.4464, 4.3305], [5.8821, 2.8761, 3.0917], [6.9527, 1.8898, 2.7331], [4.9872, -0.5952, 0.8593], [4.1829, -1.2621, 2.1228], [2.6827, 0.5208, 1.4522], [4.0711, 1.5455, 1.3723], [2.8594, 0.1129, 3.7757], [2.8508, 1.8020, 3.5657], [4.5458, 0.7033, 5.1567], [5.8904, 2.4386, 5.1956], [4.4459, 3.2061, 4.5602], [6.2969, 3.9451, 3.1577], [5.3156, 2.7937, 2.2204], [7.8881, 2.1081, 3.1219], [7.2106, 2.0411, 1.7408], [3.5661, -8.1135, -0.3596], [2.8897, -6.2895, -0.6071], [1.5751, -5.8370, 0.8017], [1.7855, -6.3192, -2.1944], [1.6506, -5.0127, -2.9057], [1.0023, -3.9614, -2.0087], [3.0404, -4.5738, -3.4575], [4.2816, -4.2193, -1.8291], [5.9721, -4.8854, -2.3911], [4.5249, -2.2820, -1.7502], [0.7326, -5.1112, -4.2085], [0.8296, -6.6079, -5.4437], [2.2359, -6.3654, -6.7596], [-0.8767, -6.8734, -6.2655], [2.7044, -8.6013, 0.1134], [4.4532, -8.1990, 0.3295], [3.8508, -8.4988, -1.2816], [0.6959, -6.1267, 0.3464], [1.5393, -4.7482, 0.9816], [1.7635, -6.3825, 1.7437], [0.7926, -6.6108, -1.7992], [2.1165, -7.1541, -2.7918], [1.6461, -3.6296, -1.1677], [0.0738, -4.3287, -1.6883], [0.7927, -3.1093, -2.6401], [3.0686, -3.5601, -3.9560], [3.5311, -5.3051, -4.1366], [6.1287, -4.1803, -3.2325], [5.9563, -5.8783, -2.8179], [6.8194, -4.7462, -1.7067], [5.0169, -2.0464, -2.6994], [5.1892, -1.9872, -0.9313], [3.6055, -1.7226, -1.5802], [0.7205, -4.1687, -4.6907], [-0.3139, -5.2608, -3.8813], [3.0291, -5.8257, -6.3501], [1.9196, -5.9347, -7.6944], [2.6818, -7.3177, -6.9102], [-0.8001, -7.6847, -6.9774], [-1.3705, -5.9837, -6.6907], [-1.4338, -7.3438, -5.4909], [-8.6979, 2.9434, 0.5368], [-9.4885, 3.5193, 1.6830], [-8.9238, 4.6779, 2.5177], [-7.5756, 4.4781, 3.0674], [-6.6934, 5.3716, 3.0452], [-5.0110, 5.1754, 3.3599], [-6.8376, 6.7136, 2.8314], [-5.6560, 7.4081, 2.6907], [-4.6571, 6.7057, 3.0937], [-5.5623, 8.6717, 2.2309], [-4.2346, 9.1069, 1.8354], [-4.0765, 10.2183, 1.0345], [-5.1851, 11.0243, 0.7401], [-6.4748, 10.7403, 1.2472], [-6.6692, 9.4959, 1.8931], [-9.3675, 2.1823, 0.0728], [-7.8086, 2.4812, 0.9282], [-8.4256, 3.7203, -0.2154], [-9.8111, 2.7027, 2.2965], [-10.4491, 3.9236, 1.3337], [-9.6426, 4.7584, 3.3675], [-8.9307, 5.6209, 2.0468], [-7.1527, 3.5810, 3.4022], [-7.7030, 7.2478, 2.5406], [-3.3873, 8.4624, 2.1059], [-3.0637, 10.4567, 0.7719], [-5.0538, 11.9564, 0.1685], [-7.2929, 11.4363, 1.0773], [-7.7263, 9.3521, 2.1275]],
  "forces_ev_per_a": [[0.269, -0.412, 0.271], [-0.681, 1.035, -0.536], [-0.145, -2.426, 0.296], [1.182, 2.074, -0.154], [-0.595, -0.714, -0.149], [-1.742, 0.789, 1.179], [2.952, 1.465, -0.200], [1.784, 0.481, -0.950], [-0.270, 0.059, 0.227], [-0.030, -0.350, -0.127], [0.694, -0.203, 0.167], [0.511, 1.129, -0.309], [-0.544, -1.307, 0.634], [-0.377, 0.386, 0.109], [-0.145, 0.213, -0.259], [0.414, 0.200, 0.036], [0.303, -0.853, 0.000], [-0.582, -1.585, -0.001], [-1.699, 0.564, -0.923], [-0.619, -0.055, 0.565], [-0.493, -0.333, 0.282], [-0.275, 0.768, 2.719], [0.689, 0.153, 0.585], [2.242, 0.526, 0.898], [-1.095, -1.030, 0.982], [0.503, 0.467, -2.422], [1.676, 0.587, -0.748], [1.090, 1.378, 1.022], [-1.589, -0.781, 0.216], [0.928, 1.274, -1.008], [0.566, 0.424, -0.294], [-1.046, -0.345, 0.974], [1.704, -2.371, 1.255], [-1.300, 0.131, -0.434], [-0.222, 1.052, -0.618], [0.380, -0.467, -0.351], [-1.020, 0.464, -0.594], [0.149, -0.822, -1.711], [-2.152, -0.665, -0.543], [0.184, -0.553, -0.100], [-0.087, 0.259, -0.555], [0.271, -0.027, -0.342], [0.165, -0.112, -0.543], [-0.408, -0.263, -0.259], [-1.278, -0.478, 0.834], [-0.025, 0.499, 0.007], [-0.471, -1.117, 0.297], [-0.395, 0.325, 0.596], [0.454, -0.529, 0.114], [-0.189, -0.264, 0.170], [-0.497, -0.173, 0.013], [-0.219, 0.553, 0.151], [0.247, -0.412, -0.118], [-0.192, -0.270, -0.481], [0.206, 1.220, -0.416], [0.282, 0.143, 0.172], [1.146, 1.404, 0.715], [-0.005, 0.196, -0.339], [-0.059, -1.055, -0.389], [0.376, 0.135, -0.528], [0.090, -0.554, 0.128], [-0.842, 0.087, 0.774], [-0.647, 0.561, -0.782], [-0.581, 1.006, -0.347], [-1.381, -1.940, 1.788], [-0.713, -3.311, 0.314], [1.874, 5.027, -0.059], [0.519, -2.727, 0.433], [-2.160, -0.515, -0.555], [-3.257, 1.152, -0.208], [3.559, -0.620, 1.068], [1.068, 2.137, -1.812], [-0.660, -0.348, 0.045], [-0.520, -0.460, 1.032], [-0.522, 1.057, 0.031], [1.508, -1.502, -0.167], [-0.380, 1.899, -0.410], [0.851, 0.465, 0.079], [0.502, -0.397, -0.162], [-0.152, -0.660, 0.423], [0.088, -0.393, 0.853], [0.206, -0.009, -0.156], [0.650, 0.176, -0.364], [0.096, 0.865, -0.988], [-1.587, 0.612, -0.632], [1.220, -1.311, 0.524], [-0.367, 0.489, -0.179], [0.101, 0.386, -0.466], [0.029, -0.578, 0.298], [0.118, -0.311, 0.017], [0.367, -0.665, 0.392]]
}